Computed, not measured: 3 unconnected molecules or ions with the total composition C19H50N4O11P3 at a distorted geometry, with ωB97M-V/def2-TZVPD.

Geometry as XYZ:
```
87
Properties=species:S:1:pos:R:3:forces:R:3
N 1.7402 -5.4001 3.9422 -0.410 0.165 -1.085
C 2.7122 -4.6935 3.0639 0.526 -1.341 2.308
N 3.2988 -3.5718 3.7585 0.203 0.435 -0.584
N 3.7894 -5.6551 2.7971 -0.400 0.160 -0.295
C 1.9574 -4.4319 1.7572 -0.624 -0.014 0.371
N 2.3140 -3.2496 0.8816 -0.728 -0.460 -1.254
C 3.7642 -2.8273 0.8000 1.072 0.927 -0.095
C 4.1507 -1.3860 1.1890 0.996 0.069 0.228
O 4.5271 -1.2010 2.5404 -0.481 0.059 -0.265
C 1.2801 -2.1577 0.9714 -0.432 0.601 2.227
C 1.0642 -1.6257 2.3890 -0.122 0.409 -0.749
C 0.2029 -0.3211 2.4627 1.749 -4.167 -0.562
O 1.6335 -0.4085 2.6763 -0.467 0.714 0.440
P 1.9533 -3.8998 -0.7915 0.529 -0.137 -1.566
O 2.8655 -4.9543 -1.2152 0.175 -0.513 0.348
H 1.1473 -4.7407 4.4321 -0.069 -0.145 0.146
H 2.2482 -5.9722 4.6015 -0.091 0.092 0.193
H 4.1382 -3.8572 4.2454 0.152 0.032 -0.219
H 2.7037 -3.1748 4.4718 -0.224 0.060 -0.195
H 4.2299 -5.9005 3.6802 0.179 0.225 -0.015
H 3.3143 -6.5170 2.5350 0.253 -0.023 -0.362
H 2.0194 -5.3532 1.1719 0.363 0.135 -0.085
H 0.8932 -4.3544 1.9845 0.071 0.298 0.025
H 4.4263 -3.4977 1.3451 -0.577 -0.309 0.236
H 4.1082 -2.9278 -0.2349 -0.446 -0.138 -0.082
H 5.0639 -1.1811 0.6155 -0.288 -0.137 -0.420
H 3.4505 -0.6069 0.8955 -0.236 -0.164 0.192
H 5.4201 -1.5489 2.6071 0.038 0.042 0.301
H 1.4991 -1.2822 0.3644 0.279 -0.347 -0.393
H 0.2985 -2.5699 0.7213 0.274 -0.287 -0.518
H 0.9310 -2.3555 3.1820 0.244 0.120 0.065
H -0.4038 -0.6480 3.2966 -0.583 1.569 0.177
H -0.0710 -0.3156 1.4157 -0.781 1.660 0.219
H 0.5910 -4.2589 -0.7785 0.088 0.269 0.498
H 2.0937 -2.7624 -1.6107 -0.367 0.298 0.532
O 0.5293 -0.8582 -3.2697 1.902 2.632 -0.560
P -0.1811 -0.3316 -4.4734 -4.722 -4.347 -1.056
O -1.6721 0.0389 -3.9467 0.749 0.274 -0.064
C -1.8335 1.0847 -2.9783 -0.099 0.285 0.201
C -1.6490 2.4591 -3.5926 0.134 -0.051 -0.108
O -0.4815 -1.7441 -5.2581 0.196 0.617 -0.023
C 0.4326 -2.8291 -5.1224 -0.096 -0.262 0.130
C -0.1707 -3.8833 -4.2240 0.002 -0.230 0.171
O -0.2000 0.5380 -5.8215 2.073 0.971 1.827
C -0.8873 0.1783 -7.0355 -0.151 0.126 -1.046
C -2.3923 0.2404 -6.9298 -0.093 -0.202 0.408
H -1.1363 0.9355 -2.1495 -0.003 -0.061 -0.029
H -2.8429 0.9871 -2.5810 0.000 -0.145 -0.081
H -0.6233 2.5989 -3.9436 -0.011 0.045 0.048
H -1.8685 3.2369 -2.8608 0.011 -0.033 0.035
H -2.3045 2.5889 -4.4532 -0.058 0.002 0.035
H 1.3899 -2.4876 -4.7293 -0.029 0.035 0.026
H 0.6189 -3.2396 -6.1166 -0.108 0.079 -0.048
H -0.4815 -3.4442 -3.2730 0.085 0.081 -0.006
H 0.5514 -4.6813 -4.0314 -0.031 -0.037 -0.035
H -1.0587 -4.3240 -4.6769 0.027 -0.002 -0.032
H -0.5505 -0.7862 -7.4061 0.048 -0.109 0.317
H -0.5562 0.9126 -7.7711 0.147 0.141 0.250
H -2.7845 -0.5688 -6.3152 0.014 0.006 0.019
H -2.8309 0.1486 -7.9240 0.109 0.037 -0.042
H -2.7154 1.1830 -6.4891 0.013 0.039 -0.075
O -1.9563 2.7895 1.1368 -2.842 -1.618 0.853
P -2.4758 3.7923 2.1060 4.671 4.540 0.277
O -2.7082 5.1447 1.2351 -0.347 -0.659 0.240
C -3.6929 5.1449 0.1963 -0.258 0.066 -0.224
C -5.1035 5.1944 0.7531 0.037 -0.117 0.126
O -1.0849 4.1799 2.8878 -0.552 -0.095 0.072
C -0.0497 3.2112 3.0406 0.368 0.080 -0.172
C 1.1067 3.5412 2.1200 0.082 0.087 -0.079
O -3.4024 4.1807 3.3638 -1.041 -2.349 -1.338
C -3.0440 5.1070 4.4042 -0.166 0.383 0.928
C -2.9879 6.5471 3.9523 0.231 -0.008 -0.383
H -3.5594 4.2675 -0.4426 0.070 -0.008 0.041
H -3.5023 6.0279 -0.4126 0.138 0.018 0.091
H -5.3352 4.2879 1.3183 -0.036 0.003 -0.050
H -5.8304 5.2887 -0.0540 0.025 -0.005 -0.015
H -5.2212 6.0372 1.4335 0.001 0.048 -0.053
H -0.4237 2.2059 2.8503 -0.063 0.050 -0.076
H 0.2854 3.2443 4.0802 -0.110 0.093 0.031
H 0.7688 3.6468 1.0890 -0.091 -0.134 0.011
H 1.8738 2.7647 2.1630 0.002 0.012 0.044
H 1.5575 4.4918 2.4073 0.027 -0.029 0.039
H -2.1235 4.8059 4.8978 0.121 -0.116 -0.287
H -3.8317 5.0049 5.1526 -0.139 -0.182 -0.213
H -2.1264 6.7322 3.3122 -0.007 -0.022 -0.019
H -2.9049 7.1991 4.8226 -0.048 -0.090 0.062
H -3.8841 6.8176 3.3950 -0.042 0.006 0.072
```
Positions in Å, forces in eV/Å.

As for the HOMO-LUMO gap: 9.8 eV. Its charge is +1.



Computed, not measured: a molecular structure, C19H51F7N8NbO4P2S at a distorted geometry, with ωB97M-V/def2-TZVPD.

Geometry as XYZ:
```
93
Properties=species:S:1:pos:R:3:forces:R:3
C -0.9293 2.6128 -2.6014 0.264 -0.036 -0.358
C -0.7185 1.5221 -1.5544 -0.785 0.747 0.970
N -1.7139 0.4261 -1.6070 1.753 -0.618 -2.071
Nb -1.8601 -0.6948 -3.3981 0.914 0.828 2.608
C -0.3712 -2.2924 -2.7466 -0.075 -0.010 -1.527
C 0.8820 -2.4630 -3.6252 0.151 0.077 0.551
N 1.7707 -1.2900 -3.6143 0.432 -0.417 0.080
S -3.7509 -2.0422 -2.2909 0.164 -1.089 0.437
O -3.8532 -3.3152 -2.9894 -0.739 0.179 -0.792
O -3.3870 -2.2809 -0.8956 -0.257 0.994 0.473
C -5.5098 -1.3012 -2.2298 -0.421 -1.376 0.215
F -5.6723 -0.4521 -1.2055 0.175 0.495 -0.216
F -6.2785 -2.3820 -1.9256 0.020 -0.050 -0.008
C -6.0770 -0.7609 -3.5807 -0.601 -0.274 0.410
F -5.4732 -1.3795 -4.6004 0.416 0.288 0.089
F -7.3771 -1.1520 -3.6537 -0.081 0.262 0.081
C -6.0801 0.7971 -3.7899 0.287 0.184 -1.425
F -5.3060 1.4796 -2.9617 -0.219 -0.181 0.251
F -5.6526 1.0472 -5.0400 0.007 -0.036 0.176
F -7.3331 1.2704 -3.7424 0.143 0.045 0.589
H -0.8070 3.6147 -2.1902 0.062 -0.036 0.182
H -1.9226 2.5690 -3.0462 -0.087 -0.151 0.083
H -0.2121 2.4966 -3.4125 -0.072 0.019 -0.139
H 0.3035 1.1304 -1.5802 0.001 -0.042 -0.191
H -0.8127 2.0138 -0.5782 0.093 -0.048 0.060
H -1.3601 -0.2761 -0.9544 -0.610 -0.127 0.323
H -2.9853 0.4693 -4.2347 -0.059 -0.225 -0.760
H -1.9553 -1.6693 -4.9515 0.289 0.172 -0.067
H -0.5128 0.2264 -4.1756 -0.531 0.095 -0.095
H -0.9375 -3.2324 -2.8183 -0.100 0.014 0.172
H -0.0658 -2.1724 -1.7006 -0.083 0.092 0.055
H 0.6242 -2.6720 -4.6612 -0.221 -0.110 0.018
H 1.4529 -3.3210 -3.2481 0.087 -0.041 -0.118
H 1.7248 -0.8011 -4.4934 -0.180 0.228 0.042
H 1.5048 -0.6537 -2.8779 -0.100 0.161 -0.067
O 5.1488 -3.8438 -1.7819 4.081 -0.318 0.345
P 5.3367 -4.2873 -0.3507 -6.886 0.047 2.000
N 4.6125 -5.8501 -0.5105 -0.106 -0.151 -0.506
C 3.7554 -6.5789 0.3957 0.334 -0.063 0.552
C 5.2766 -6.7483 -1.4474 0.188 0.334 -0.342
N 4.3495 -3.0409 0.3420 -0.403 0.205 -0.070
C 3.2298 -3.1843 1.2696 0.146 -0.195 0.522
C 4.0572 -1.8955 -0.5419 -0.006 -0.292 -0.312
N 6.1611 -4.5773 1.1468 2.993 0.411 -1.933
C 7.4549 -5.2355 0.9506 -0.125 -0.154 -0.166
C 5.6554 -4.9169 2.4534 -0.464 0.144 0.338
H 4.3105 -7.3016 1.0154 -0.075 -0.011 0.043
H 3.0161 -7.1461 -0.1770 0.054 0.022 -0.094
H 3.1869 -5.9377 1.0625 0.156 0.069 0.005
H 6.2471 -7.0989 -1.0662 -0.046 -0.166 -0.037
H 5.4515 -6.2529 -2.4035 0.019 0.085 0.067
H 4.6639 -7.6269 -1.6544 -0.124 0.052 0.131
H 2.7192 -4.1447 1.1994 0.085 0.004 0.108
H 2.4525 -2.4451 1.0770 0.123 0.043 -0.318
H 3.5326 -2.9933 2.3050 -0.074 -0.158 0.045
H 3.2335 -2.1394 -1.2200 0.082 0.206 -0.167
H 4.9232 -1.6112 -1.1294 -0.032 -0.048 -0.060
H 3.7685 -1.0289 0.0563 0.037 -0.128 0.202
H 7.3501 -6.3289 0.8914 0.096 -0.004 0.053
H 8.1391 -5.0048 1.7712 -0.059 0.048 0.028
H 7.9314 -4.8873 0.0301 -0.021 -0.038 0.000
H 5.6571 -6.0025 2.6191 0.024 -0.025 -0.144
H 4.6547 -4.5656 2.6665 -0.060 0.069 -0.248
H 6.3044 -4.4725 3.2172 0.056 0.001 -0.087
O -1.5235 5.2003 0.8289 3.836 -0.731 1.064
P -1.5660 5.2884 2.3356 -6.837 1.617 0.771
N -2.5720 3.9174 2.6165 -0.118 -0.263 -0.500
C -3.6403 3.7224 3.5690 0.256 0.112 0.601
C -2.0189 2.6385 2.1721 0.358 0.137 -0.334
N -2.3430 6.8487 2.3764 -0.384 0.208 -0.230
C -3.5518 7.2375 3.0965 0.045 -0.004 0.537
C -2.3018 7.6037 1.1147 0.006 -0.295 -0.087
N -0.9623 5.4628 3.9475 3.180 -0.747 -1.459
C 0.1839 4.5860 4.2069 -0.130 -0.200 -0.114
C -1.6437 5.7254 5.1906 -0.443 0.342 0.186
H -3.3047 3.2063 4.4826 -0.080 0.015 0.029
H -4.4215 3.1040 3.1185 0.079 -0.036 -0.086
H -4.1268 4.6462 3.8697 0.171 0.039 0.015
H -1.1795 2.3220 2.8074 -0.074 -0.177 0.008
H -1.6548 2.7045 1.1483 -0.003 0.107 0.019
H -2.7658 1.8449 2.1873 -0.156 0.148 0.072
H -4.2381 6.4111 3.2832 0.083 0.023 0.122
H -4.1401 7.9624 2.5328 0.163 -0.086 -0.279
H -3.3185 7.7521 4.0347 -0.113 -0.119 0.089
H -3.0869 7.2569 0.4333 0.098 0.098 -0.165
H -1.3413 7.5079 0.6206 -0.027 -0.047 -0.029
H -2.4647 8.6639 1.3195 -0.009 -0.033 0.175
H -0.1360 3.5828 4.5221 0.082 0.003 0.059
H 0.8228 5.0004 4.9908 -0.052 0.071 -0.004
H 0.8031 4.4820 3.3121 -0.029 -0.035 0.007
H -1.8776 4.7969 5.7272 0.029 -0.082 -0.122
H -2.5675 6.2815 5.1029 -0.025 -0.025 -0.260
H -0.9906 6.3190 5.8413 0.062 -0.042 -0.073
```
Positions in Å, forces in eV/Å.

As for the HOMO-LUMO gap: 7.0 eV. Its charge is -1.



Computed, not measured: 7 unconnected molecules or ions with the total composition C19H52O9 at a distorted geometry, with ωB97M-V/def2-TZVPD.

Geometry as XYZ:
```
80
Properties=species:S:1:pos:R:3:forces:R:3
C 0.7918 3.8454 2.0886 -0.527 -4.318 -0.934
C 0.9439 3.2530 3.4987 0.182 4.768 1.339
C -0.3226 3.4195 4.3119 3.201 -1.124 3.125
O 1.3217 1.9376 3.4733 3.299 -1.306 3.479
H 0.6186 4.8577 2.0778 -1.218 2.233 0.154
H 0.0309 3.1603 1.5195 0.620 1.771 1.069
H 1.6313 3.7299 1.4161 0.883 -0.258 0.397
H 1.6195 3.8829 4.1376 0.589 -0.482 -1.160
H -0.9024 2.7540 3.9527 -5.363 -3.733 -3.697
H -0.7933 4.2692 4.5873 -1.076 3.297 -0.199
H -0.4237 2.8484 5.2827 1.808 0.618 -0.013
H 1.8926 1.8928 4.3857 -2.211 -0.735 -3.394
C 3.6534 1.2149 0.8741 0.785 -0.239 -4.809
C 4.9326 1.1940 1.6154 2.066 3.041 -0.856
C 4.6862 1.1453 3.1304 1.688 2.173 0.396
O 5.7726 0.2231 1.1293 3.481 -1.716 0.107
H 3.0405 1.8286 1.4308 -1.881 1.504 0.470
H 3.1289 0.3219 0.5422 0.132 -0.933 1.320
H 3.8089 1.5255 -0.2782 -0.128 0.399 2.640
H 5.6532 2.1570 1.1939 -2.771 -1.237 2.022
H 3.9838 1.9733 3.4905 1.741 -0.419 -0.448
H 5.6634 0.9679 3.6869 -1.046 1.172 -0.494
H 4.1546 0.3416 3.4814 -1.561 -2.672 -0.073
H 6.7341 0.5453 1.2734 -2.536 -1.143 -0.327
C 0.1904 -4.4599 0.3214 1.355 1.379 -1.550
C 1.7212 -4.2581 0.6198 -1.557 -2.408 2.732
C 2.4725 -4.9053 -0.4632 1.987 -3.403 -2.504
O 1.9273 -2.8462 0.7781 -6.105 -2.085 -2.271
H -0.0574 -5.2798 -0.3692 0.164 -0.896 1.536
H -0.0807 -3.7466 -0.4776 0.185 0.863 0.646
H -0.3620 -4.2289 1.2142 -0.725 -0.534 0.059
H 1.9630 -4.8729 1.6145 -0.485 1.683 -1.606
H 2.1695 -4.4412 -1.3515 -0.383 0.979 -1.660
H 2.3028 -6.0842 -0.8069 -0.171 2.851 1.813
H 3.5805 -4.8769 -0.5160 -0.488 0.429 0.750
H 2.7350 -2.6713 1.0531 6.093 1.201 2.018
C -4.1736 1.2377 0.9807 -5.988 -1.615 2.348
C -4.4188 -0.1956 1.5772 5.449 2.008 -0.747
C -4.2305 -1.3306 0.6058 -0.495 8.241 -6.893
O -3.4223 -0.4422 2.5218 -9.430 -4.094 3.529
H -5.1835 1.1738 0.5096 1.201 1.265 -1.553
H -3.2900 1.2484 0.5108 2.786 0.303 -2.517
H -4.3020 2.0999 1.6562 0.432 -0.754 0.305
H -5.3025 -0.1929 2.0930 -2.432 -0.295 1.135
H -4.7201 -0.8441 -0.5083 0.209 -2.616 3.059
H -4.3476 -2.1364 1.1086 -1.931 -6.005 2.284
H -3.2317 -1.3433 0.2134 0.989 0.246 0.349
H -2.6122 -0.2234 2.5081 8.951 3.399 -1.171
C 0.4387 -0.7168 -5.8736 2.675 -6.407 -0.828
C 0.9069 -1.0437 -4.4871 -1.371 1.939 4.050
C 1.8984 0.0886 -3.9187 1.624 -5.652 -6.733
O -0.3097 -0.9170 -3.5537 1.714 -0.157 1.488
H -0.0483 0.1304 -6.0184 -2.380 3.814 -0.142
H -0.1594 -1.6424 -6.3389 1.290 2.163 0.941
H 1.4333 -0.6362 -6.3757 -0.918 -0.181 -0.491
H 1.3294 -2.0768 -4.3481 -0.383 1.050 -0.354
H 2.6596 -0.0044 -4.8933 -0.506 0.186 3.132
H 2.2664 -0.0384 -2.9766 1.173 -0.471 2.293
H 1.5668 0.9795 -4.1690 -2.304 4.414 -0.374
H 0.0157 -0.7517 -2.5729 -0.652 -0.722 -2.601
O -0.9236 0.7124 2.5747 2.246 0.624 -0.935
C -0.3247 -0.2355 1.6183 -5.942 -0.956 0.162
C -0.2881 0.2542 0.1818 1.831 -0.065 1.395
O 0.3712 -0.7315 -0.6549 -0.463 0.751 0.483
H -0.1884 1.4188 2.8453 -1.960 -2.872 -0.820
H 0.5780 -0.4610 1.8597 6.233 -0.742 1.878
H -0.7549 -1.3856 1.7813 -0.004 3.058 -0.648
H 0.2457 1.2470 0.2586 0.129 -1.095 -0.607
H -1.2398 0.5135 -0.1370 -1.959 0.043 -1.099
H 0.4934 -1.5606 -0.1468 0.108 0.564 -0.241
O -2.4944 0.7734 -3.9318 3.714 0.044 -1.901
C -3.4511 0.5280 -3.0662 -2.821 2.821 1.822
C -4.7562 1.2054 -3.5660 0.474 0.155 2.474
O -5.7560 1.1178 -2.5475 -1.119 -2.714 0.074
H -1.6852 0.2497 -3.6960 -0.441 0.294 -0.621
H -3.6190 -0.4304 -2.7859 -1.152 -4.315 -0.911
H -3.2626 0.6982 -2.0107 0.525 2.223 0.732
H -5.0670 0.6229 -4.3682 -0.565 -0.638 -2.009
H -4.7454 2.2771 -3.8120 0.755 -0.467 -0.067
H -6.0776 0.1454 -2.5664 0.683 2.504 0.256
```
Positions in Å, forces in eV/Å.

As for the SMILES: CC(C)O.CC(C)O.CC(C)O.CC(C)O.CC(C)O.OCCO.OCCO. As for the energy above the lowest of the compared OMol25 structures with the same formula, charge and spin: 296.67 kcal per mole. As for the HOMO-LUMO gap: 9.1 eV. Its charge is 0.